A molecular structure, C35H50BBr3ClF8N5O9S3 at a distorted geometry. Source: the OMol25 dataset; level of theory: wB97M-V/def2-TZVPD.

Geometry (Å):
C -2.2349 0.4286 -8.0452
C -1.9291 -0.3979 -6.9899
C -0.6289 -0.3480 -6.2598
C -0.6877 -0.6360 -4.7750
C -0.9014 -1.9394 -4.3296
C -1.0498 -3.0954 -5.2638
O -0.0907 -3.7507 -5.5052
O -2.2407 -3.3980 -5.7760
C -0.9470 -2.2480 -2.9947
B -1.1775 -3.7830 -2.6146
N -0.1074 -4.5481 -2.0057
O -2.3833 -4.3563 -2.8697
C -0.7612 -1.2656 -2.0554
C -0.7950 -1.5251 -0.5982
C 0.6312 -1.5870 -0.0258
C 0.6668 -1.9860 1.4547
C -0.5044 -1.4367 2.2371
C -0.5529 0.1027 2.2117
C -0.1959 0.7672 3.5296
C 1.3239 0.7702 3.7539
C 1.8461 2.1053 4.3114
C 2.0768 2.0299 5.8308
N -0.5313 0.0100 -2.4878
S -0.3025 1.2394 -1.2516
C -0.5052 0.3440 -3.8169
C -0.2880 1.7786 -4.1713
C -1.4816 2.7362 -3.8669
C -2.7780 2.0799 -3.4093
S -3.8803 3.3103 -2.6107
C -3.7064 2.8655 -0.8896
S -4.4491 1.5354 -0.3284
N -2.9597 3.6547 -0.0497
C -1.7543 4.3209 -0.2519
C -1.4100 4.9224 0.9003
N -2.3913 4.6668 1.8631
C -3.2844 3.9226 1.2825
H -2.3675 1.4902 -7.8843
H -2.3822 -0.0046 -9.0256
H -2.6340 -1.1557 -6.6768
H -0.0315 -1.1365 -6.7123
H -0.1168 0.5749 -6.4930
H -2.9303 -3.2882 -5.1019
H -0.2691 -4.6433 -1.0056
H 0.7547 -4.0191 -2.0870
H -2.2376 -5.2547 -3.1942
H -1.2692 -2.4694 -0.3634
H -1.4044 -0.7779 -0.1033
H 1.1458 -0.6427 -0.1244
H 1.1777 -2.2883 -0.6488
H 0.7871 -3.0634 1.5508
H 1.5622 -1.5313 1.8619
H -0.4203 -1.7768 3.2644
H -1.4595 -1.8183 1.8942
H -1.5573 0.4090 1.9138
H 0.1627 0.4964 1.4958
H -0.5565 1.7904 3.5367
H -0.7257 0.2627 4.3323
H 1.5701 -0.0174 4.4609
H 1.8294 0.5473 2.8162
H 2.7753 2.4102 3.8538
H 1.1243 2.8818 4.1288
H 1.6251 1.1297 6.2510
H 1.6239 2.8607 6.3464
H 3.1356 1.9714 6.0552
H 0.8514 1.7701 -1.6782
H 0.5690 2.1239 -3.6111
H -0.0056 1.9082 -5.1968
H -1.7221 3.2374 -4.7971
H -1.2062 3.5254 -3.1876
H -2.6639 1.3075 -2.6592
H -3.3376 1.6613 -4.2362
H -1.1892 4.3289 -1.1607
H -0.5340 5.5062 1.0925
H -4.1473 3.5600 1.8092
C 3.5406 6.5947 6.4387
C 4.5063 7.4093 5.6237
O 5.7526 6.7171 5.8152
C 5.4484 5.4393 6.1605
O 6.2595 4.5620 6.2304
O 4.1432 5.2965 6.4041
H 2.5134 6.5927 5.9907
H 3.4979 6.9195 7.4847
H 4.2562 7.3921 4.5609
H 4.5898 8.4415 5.9588
C 3.8663 -4.0710 -2.2879
C 3.6547 -2.9143 -3.2819
C 3.7478 -3.2267 -4.7777
F 4.9666 -3.6720 -5.1186
F 3.5142 -2.0810 -5.4689
F 4.4683 -1.8930 -2.9612
F 2.3674 -2.4670 -3.0920
O 5.1320 -4.2034 -1.6773
C 6.1623 -4.8956 -2.2772
C 7.3493 -3.9843 -2.6023
F 6.9705 -2.9793 -3.4162
F 8.2952 -4.7090 -3.2360
F 5.7376 -5.5759 -3.3587
F 6.5955 -5.8062 -1.3848
H 3.2055 -3.8410 -1.4515
H 3.5106 -5.0192 -2.6935
H 2.9947 -3.9658 -5.0669
H 7.7651 -3.5628 -1.6850
Cl 1.7705 5.1635 4.7143
C -5.8669 -0.5850 2.6775
Br -7.3950 -1.1087 3.7218
Br -4.2259 -1.0559 3.5447
Br -5.9725 -1.2896 0.8862
H -5.8885 0.4924 2.5970
C -8.0658 -2.5449 7.1631
N -6.7408 -2.3707 7.8200
O -5.7617 -2.7710 7.2263
O -6.7384 -1.8381 8.9081
H -7.9116 -3.0307 6.2071
H -8.6776 -3.1567 7.8187
H -8.4991 -1.5574 7.0366

Cartesian forces (eV/Å) of the 6 atoms listed first:
C 0.223 -0.700 0.991
C -0.569 0.728 -0.607
C -0.605 0.766 1.235
C 0.224 -0.006 -0.231
C -0.474 0.707 -0.266
C 0.040 0.025 -0.015

Net charge: 0
Kohn-Sham gap, eV: 3.228

---

A molecular structure, C35H50BF5GeMnN11O2SeSi3. Source: the OMol25 dataset; level of theory: wB97M-V/def2-TZVPD.

Geometry (Å):
Mn 1.3717 0.0029 0.2717
C -0.2981 -3.4072 2.4080
C -0.4083 -2.4992 1.3577
N 0.3983 -1.4582 1.5448
N 1.0446 -1.6765 2.7113
C 0.6476 -2.8464 3.2413
B 2.1643 -0.7445 3.2856
N 1.6925 0.7279 3.2595
C 1.8906 1.6976 4.1748
C 1.4706 2.8952 3.6371
C 1.0457 2.5684 2.3459
N 1.1872 1.2687 2.1231
N 3.4326 -0.8440 2.3859
C 4.6993 -1.2042 2.6516
C 5.4597 -0.9991 1.5190
C 4.5644 -0.4893 0.5846
N 3.3430 -0.3987 1.1075
N 2.4019 -1.1876 4.7162
C 1.5418 -0.9993 5.7530
C 1.9254 -1.8236 6.7766
C 3.0421 -2.5120 6.2642
N 3.3129 -2.1403 5.0276
H -0.8296 -4.3304 2.5521
H -1.0202 -2.5488 0.4707
H 1.0561 -3.1967 4.1741
H 2.3256 1.4765 5.1331
H 1.4852 3.8623 4.1058
H 0.6733 3.2110 1.5643
H 4.9576 -1.5848 3.6229
H 6.5140 -1.1719 1.4007
H 4.7337 -0.1707 -0.4314
H 0.7190 -0.3084 5.6807
H 1.4768 -1.9132 7.7495
H 3.6568 -3.2543 6.7461
N 0.7039 -3.5440 -4.4765
C 0.9349 -2.2458 -4.1923
O 1.9917 -1.6884 -4.4223
C -0.1895 -1.4938 -3.5206
C -1.0399 -2.0773 -2.5963
C -1.9950 -1.2989 -1.9864
N -2.1312 0.0170 -2.2476
C -1.3046 0.5783 -3.1509
C -0.3317 -0.1553 -3.8115
H 1.4162 -4.0463 -4.9812
H -0.2219 -3.9328 -4.4446
H -0.9422 -3.1148 -2.3099
H -2.6804 -1.7067 -1.2549
H -1.4519 1.6328 -3.3472
H 0.3254 0.3232 -4.5239
C 2.9406 -3.3824 0.1105
C 2.5929 -2.5303 -1.0806
N 3.4021 -2.5938 -2.1341
O 1.5990 -1.7828 -1.0887
H 3.4012 -4.3271 -0.1747
H 2.0422 -3.5636 0.6935
H 3.6506 -2.8323 0.7330
H 4.2015 -3.2021 -2.1286
H 3.2304 -2.0062 -2.9345
F 3.9660 1.8673 -6.3261
C 3.2756 1.9276 -5.1934
C 3.5574 1.0573 -4.1538
F 4.5305 0.1505 -4.2798
C 2.8193 1.1310 -2.9915
F 3.1375 0.2641 -2.0148
C 1.7920 2.0467 -2.7971
Se 0.7706 2.1040 -1.1972
C 1.5509 2.9154 -3.8527
F 0.5878 3.8407 -3.7515
C 2.2699 2.8649 -5.0352
F 1.9957 3.7133 -6.0229
C -2.3070 0.8050 1.9272
Si -3.8286 0.3243 0.9514
C -5.3117 1.3102 1.5537
C -4.2295 -1.5083 1.0751
Ge -3.6835 0.9726 -1.3578
Si -5.4299 0.0851 -2.7471
C -5.2602 0.8729 -4.4412
C -5.2520 -1.7772 -2.9171
C -7.0760 0.4887 -1.9531
Si -3.4960 3.3631 -1.6542
C -2.7855 3.8258 -3.3215
C -5.2895 3.9028 -1.5725
C -2.4942 4.0789 -0.2507
H -2.4677 0.5522 2.9790
H -2.1640 1.8844 1.8684
H -1.3811 0.3277 1.6056
H -5.5016 1.0540 2.5991
H -6.2241 1.1068 0.9924
H -5.1204 2.3840 1.5118
H -4.4776 -1.7778 2.1036
H -3.4004 -2.1521 0.7676
H -5.0973 -1.7426 0.4543
H -4.2838 0.6449 -4.8774
H -5.3582 1.9579 -4.3968
H -6.0220 0.4980 -5.1280
H -4.4286 -2.0391 -3.5847
H -6.1686 -2.1811 -3.3539
H -5.0938 -2.2843 -1.9634
H -7.1907 1.5508 -1.7330
H -7.2005 -0.0635 -1.0196
H -7.8886 0.1962 -2.6213
H -3.2719 3.2649 -4.1225
H -1.7085 3.6661 -3.3759
H -2.9565 4.8881 -3.5103
H -5.8549 3.5024 -2.4158
H -5.3326 4.9922 -1.6355
H -5.7971 3.6025 -0.6558
H -1.4579 3.7391 -0.3051
H -2.9079 3.7831 0.7139
H -2.4979 5.1701 -0.2908

Cartesian forces (eV/Å) of the 6 atoms listed first:
Mn 0.147 0.322 -0.321
C -0.024 -0.036 -0.022
C -0.019 0.109 -0.056
N 0.046 -0.197 0.046
N -0.056 -0.060 -0.032
C 0.005 0.084 0.087

Net charge: +1
Energy above the lowest of the compared OMol25 structures with the same formula, charge and spin, eV: 0.000
2S+1: 6
Kohn-Sham gap (spin up / spin down), eV: 6.665 / 6.768
Expectation value of S²: 8.755

---

In eV, the E values for the records above are, in order, -340548.784; -248675.710.